# 1
DFT (ωB97M-V with the def2-TZVPD basis set) results for a molecular structure, C7H15IN2.

Last column: Löwdin charge in e.
Cartesian coordinates (Å):
1 C -1.20 2.61 -0.98  -0.024
2 C -0.94 3.85 -0.25  -0.035
3 C -0.76 2.89 0.99  -0.057
4 C 2.30 -2.19 -0.48  -0.008
5 C 0.33 -0.63 -0.19  -0.198
6 C 0.95 -2.02 0.19  -0.356
7 C -0.92 -0.12 0.55  -0.541
8 N -1.03 1.87 0.00  0.009
9 N 0.06 -3.19 0.02  0.190
10 I -2.80 -0.80 0.03  1.046
11 H -1.52 2.35 -1.93  0.137
12 H -0.14 4.45 -0.57  0.129
13 H -1.76 4.46 -0.24  0.106
14 H 0.17 2.71 1.45  0.115
15 H -1.61 3.11 1.72  0.164
16 H 2.95 -1.29 -0.29  0.138
17 H 2.31 -2.38 -1.50  0.077
18 H 2.81 -2.98 -0.04  0.076
19 H 0.19 -0.65 -1.29  0.141
20 H 1.00 0.11 0.12  0.101
21 H 1.15 -1.87 1.19  0.131
22 H -0.88 0.24 1.53  0.038
23 H 0.42 -4.15 0.25  0.198
24 H -0.30 -3.18 -1.01  0.222
25 H -0.80 -3.19 0.74  0.199

Summary:
LUMO, Ha: -0.294
Total charge: +2
Relative energy (zero: lowest compared OMol25 entry of this formula, charge and spin), kcal per mole: 83.2
Spin multiplicity: 1

# 2
DFT (ωB97M-V with the def2-TZVPD basis set) results for a molecular structure, C13H30N2O15OsP4SSe.

Last column: Löwdin charge in e.
Cartesian coordinates (Å):
1 Os 0.46 -0.49 0.89  1.587
2 C 3.46 -2.28 -2.82  -0.040
3 C 3.02 -1.67 -1.49  -0.586
4 O 4.11 -1.27 -0.67  -0.046
5 P 2.22 -2.89 -0.39  0.507
6 O 3.34 -3.89 0.04  -0.029
7 O 1.18 -3.77 -1.12  -0.064
8 O 1.64 -2.14 0.80  -0.398
9 P 1.77 -0.33 -1.71  0.358
10 O 2.34 0.69 -2.79  -0.097
11 O 0.49 -0.96 -2.14  -0.283
12 O 1.75 0.46 -0.38  -0.458
13 H 4.10 -3.14 -2.64  0.099
14 H 4.04 -1.54 -3.38  0.093
15 H 2.61 -2.59 -3.42  0.098
16 H 4.58 -0.53 -1.08  0.120
17 H 4.11 -3.48 0.45  0.120
18 H 0.24 -3.49 -0.85  0.061
19 H 2.25 0.37 -3.70  0.101
20 C -4.26 -2.36 -0.08  -0.039
21 C -3.21 -1.45 0.56  -0.574
22 O -3.76 -0.58 1.54  -0.051
23 P -2.53 -0.22 -0.64  0.484
24 O -3.76 0.72 -0.94  -0.058
25 O -2.21 -0.82 -2.03  -0.074
26 O -1.37 0.49 -0.01  -0.425
27 P -1.75 -2.40 1.11  0.385
28 O -2.33 -3.62 1.91  -0.061
29 O -1.02 -2.77 -0.14  -0.299
30 O -0.91 -1.49 2.05  -0.440
31 H -5.06 -1.76 -0.51  0.096
32 H -4.68 -3.02 0.68  0.095
33 H -3.82 -2.97 -0.87  0.099
34 H -4.12 -1.10 2.28  0.122
35 H -4.28 0.90 -0.14  0.105
36 H -1.23 -0.99 -2.15  0.053
37 H -1.76 -4.40 1.99  0.117
38 O 0.22 1.22 2.03  -0.722
39 S -0.37 1.12 3.48  1.053
40 C -0.01 2.77 4.10  -0.301
41 C 1.46 2.74 4.50  -0.215
42 C 1.62 1.44 5.28  -0.205
43 C 0.95 0.34 4.45  -0.284
44 H -0.66 2.92 4.97  0.109
45 H -0.29 3.47 3.32  0.094
46 H 1.72 3.61 5.10  0.127
47 H 2.09 2.74 3.61  0.120
48 H 1.13 1.53 6.25  0.123
49 H 2.67 1.19 5.47  0.126
50 H 0.51 -0.47 5.04  0.102
51 H 1.61 -0.08 3.70  0.090
52 C -1.07 6.41 0.00  0.004
53 N -0.96 5.85 -1.35  -0.109
54 C -1.28 6.51 -2.49  0.018
55 C -1.04 5.66 -3.53  0.017
56 N -0.57 4.51 -3.01  -0.105
57 C -0.20 3.32 -3.79  0.012
58 C -0.51 4.61 -1.66  -0.648
59 Se 0.03 3.30 -0.49  1.046
60 H -1.32 7.46 -0.09  0.105
61 H -0.12 6.30 0.52  0.093
62 H -1.85 5.88 0.54  0.102
63 H -1.66 7.52 -2.49  0.148
64 H -1.17 5.80 -4.59  0.149
65 H 0.20 3.65 -4.74  0.109
66 H -1.09 2.71 -3.95  0.114
67 H 0.55 2.76 -3.24  0.052

Summary:
LUMO (spin up / spin down), Ha: -0.154 / -0.291
Total charge: +2
Relative energy (zero: lowest compared OMol25 entry of this formula, charge and spin), kcal per mole: 0.0
Spin multiplicity: 5

# 3
DFT (ωB97M-V with the def2-TZVPD basis set) results for 10 unconnected molecules or ions with the total composition C24H68O10.

Last column: Löwdin charge in e.
Cartesian coordinates (Å):
1 C 4.96 25.63 -2.84  -0.060
2 C 4.61 26.98 -3.45  -0.478
3 C 4.57 28.14 -2.42  -0.036
4 O 5.57 27.28 -4.47  -0.062
5 H 5.86 25.66 -2.22  0.086
6 H 5.09 24.91 -3.65  0.083
7 H 4.16 25.15 -2.28  0.058
8 H 3.67 27.00 -4.00  0.109
9 H 3.80 27.88 -1.69  0.058
10 H 4.29 29.00 -3.02  0.077
11 H 5.53 28.23 -1.91  0.079
12 H 6.29 26.65 -4.54  0.076
13 C 1.23 24.08 0.34  -0.054
14 C 0.74 25.46 0.82  -0.445
15 C 1.19 26.59 -0.10  -0.031
16 O -0.69 25.37 0.82  -0.083
17 H 1.17 23.36 1.16  0.059
18 H 2.29 24.12 0.05  0.075
19 H 0.74 23.76 -0.58  0.068
20 H 1.15 25.56 1.83  0.128
21 H 2.27 26.71 -0.13  0.074
22 H 0.78 27.53 0.27  0.067
23 H 0.81 26.34 -1.09  0.064
24 H -1.00 24.84 1.57  0.056
25 C 4.55 20.31 3.75  -0.051
26 C 4.79 20.34 2.23  -0.497
27 C 3.78 21.16 1.43  -0.056
28 O 6.13 20.66 1.86  -0.049
29 H 5.39 19.78 4.21  0.077
30 H 3.65 19.71 3.92  0.080
31 H 4.47 21.31 4.18  0.080
32 H 4.66 19.31 1.86  0.126
33 H 3.51 22.05 2.02  0.075
34 H 2.85 20.58 1.38  0.060
35 H 4.05 21.23 0.38  0.083
36 H 6.67 20.75 2.65  0.075
37 C 1.59 30.82 0.88  -0.070
38 C 1.75 30.54 2.35  -0.481
39 C 0.44 30.07 2.97  -0.059
40 O 2.65 29.44 2.52  -0.059
41 H 0.96 30.08 0.37  0.070
42 H 2.52 30.87 0.32  0.078
43 H 1.10 31.77 0.64  0.083
44 H 2.12 31.45 2.84  0.132
45 H -0.03 29.27 2.40  0.075
46 H -0.27 30.89 3.06  0.082
47 H 0.65 29.65 3.96  0.068
48 H 3.28 29.39 1.80  0.076
49 C -1.50 26.83 6.88  -0.051
50 C -1.54 26.20 5.46  -0.427
51 C -0.12 26.17 4.89  -0.045
52 O -1.95 24.82 5.64  -0.077
53 H -2.51 26.79 7.30  0.080
54 H -1.12 27.84 6.78  0.080
55 H -0.86 26.22 7.52  0.079
56 H -2.25 26.76 4.86  0.144
57 H 0.59 25.67 5.56  0.091
58 H 0.30 27.18 4.87  0.075
59 H -0.12 25.77 3.88  0.056
60 H -1.68 24.52 6.51  0.090
61 C -1.98 21.83 1.78  -0.046
62 C -1.72 22.31 3.20  -0.461
63 C -0.49 21.63 3.80  -0.047
64 O -1.46 23.71 3.10  -0.089
65 H -2.04 20.73 1.75  0.083
66 H -1.21 22.12 1.07  0.071
67 H -2.95 22.21 1.46  0.069
68 H -2.59 22.14 3.84  0.142
69 H -0.77 20.64 4.17  0.080
70 H -0.09 22.24 4.62  0.073
71 H 0.33 21.57 3.08  0.066
72 H -1.63 24.17 3.94  0.051
73 C 1.06 20.58 -1.19  -0.059
74 C 1.71 19.32 -1.74  -0.457
75 C 0.78 18.07 -1.70  -0.044
76 O 2.10 19.51 -3.11  -0.072
77 H 1.19 20.76 -0.12  0.055
78 H 0.00 20.57 -1.44  0.083
79 H 1.51 21.42 -1.72  0.070
80 H 2.64 19.09 -1.20  0.127
81 H -0.10 18.29 -1.09  0.068
82 H 1.29 17.27 -1.17  0.070
83 H 0.44 17.78 -2.69  0.073
84 H 1.32 19.74 -3.63  0.083
85 C -2.06 27.01 -2.07  -0.153
86 O -1.79 25.63 -1.82  -0.145
87 H -1.75 27.31 -3.08  0.069
88 H -3.14 27.15 -2.06  0.073
89 H -1.42 27.62 -1.42  0.072
90 H -1.25 25.60 -1.01  0.015
91 C 1.59 25.15 -3.89  -0.128
92 O 2.03 24.30 -2.82  -0.157
93 H 2.42 25.25 -4.60  0.071
94 H 0.83 24.60 -4.44  0.084
95 H 1.39 26.13 -3.48  0.076
96 H 2.48 23.54 -3.20  0.077
97 C -4.12 25.05 0.72  -0.166
98 O -5.00 24.94 1.85  -0.122
99 H -3.40 25.84 0.95  0.071
100 H -3.52 24.21 0.37  0.067
101 H -4.68 25.59 -0.06  0.078
102 H -5.64 24.27 1.59  0.070

Summary:
LUMO, Ha: 0.021
SMILES string: CC(C)O.CC(C)O.CC(C)O.CC(C)O.CC(C)O.CC(C)O.CC(C)O.CO.CO.CO
Relative energy (zero: lowest compared OMol25 entry of this formula, charge and spin), kcal per mole: 87.4
Spin multiplicity: 1

# 4
DFT (ωB97M-V with the def2-TZVPD basis set) results for a molecular structure, C4H12O4Tl.

Last column: Löwdin charge in e.
Cartesian coordinates (Å):
1 Tl -21.49 12.21 3.30  1.310
2 C -21.62 8.52 -0.11  -0.060
3 C -21.31 9.98 0.05  -0.082
4 O -22.21 10.69 0.98  -0.135
5 O -22.86 8.42 -0.84  0.202
6 H -21.76 8.03 0.86  0.207
7 H -20.83 7.82 -0.37  0.201
8 H -21.26 10.51 -0.90  0.193
9 H -20.30 10.25 0.36  0.158
10 H -23.12 10.40 0.82  0.116
11 H -23.16 7.51 -0.75  0.160
12 C -21.07 13.70 6.85  -0.084
13 C -22.57 13.52 6.87  -0.107
14 O -22.94 12.47 5.98  -0.003
15 O -20.69 14.03 5.46  -0.077
16 H -20.51 12.80 7.09  0.180
17 H -20.99 14.53 7.55  0.170
18 H -23.03 14.37 6.37  0.194
19 H -23.01 13.34 7.85  0.180
20 H -23.85 12.30 6.22  0.144
21 H -19.81 14.40 5.56  0.134

Summary:
LUMO, Ha: -0.690
Total charge: +3
Relative energy (zero: lowest compared OMol25 entry of this formula, charge and spin), kcal per mole: 38.5
Spin multiplicity: 1

no.,E (eV)
1,-18562.9029
2,-163461.5275
3,-46462.9668
4,-17186.2113